A.
9
Properties=species:S:1:pos:R:3 method="wB97M-V/def2-TZVPD" smiles="O=C(O)CO"
O 0.085 2.269 -0.125
C 0.271 1.022 0.010
O 1.513 0.912 0.560
C -0.546 -0.216 -0.453
O 0.005 -1.511 -0.155
H 1.834 -0.061 0.923
H -1.529 -0.133 0.200
H -0.815 -0.292 -1.449
H -0.818 -1.989 0.489

B.
9
Properties=species:S:1:pos:R:3 method="wB97M-V/def2-TZVPD" smiles=CC1(O)OO1
C 0.454 -0.434 0.135
C 0.329 0.739 -0.779
O -0.885 1.553 -0.049
O 0.365 0.751 -2.115
O 1.317 1.460 -1.322
H 0.762 -0.055 1.106
H 1.147 -1.186 -0.223
H -0.544 -0.856 0.247
H -1.048 2.323 -0.611

C.
9
Properties=species:S:1:pos:R:3 method="wB97M-V/def2-TZVPD" smiles="O=C(O)CO"
O 1.045 -0.558 0.597
C 0.397 0.251 -0.036
O 1.246 1.185 -0.503
C -1.118 0.160 -0.209
O -1.400 -1.173 0.195
H 0.527 2.079 -0.525
H -1.304 0.552 -1.354
H -1.468 0.856 0.627
H -0.563 -1.593 0.414

Verdict on stability: B comes out at the bottom.

A.
13
Properties=species:S:1:pos:R:3 method="wB97M-V/def2-TZVPD" smiles="C=CCC(I)=C=N"
C -0.584 0.174 1.608
C -1.010 0.613 0.441
C -0.181 0.458 -0.817
C 1.294 0.153 -0.541
I 2.598 1.909 -0.357
C 1.830 -0.957 -0.799
N 2.196 -2.087 -0.781
H -1.282 0.030 2.514
H 0.436 -0.329 1.633
H -1.927 1.137 0.137
H -0.687 -0.423 -1.480
H -0.103 1.243 -1.586
H 2.346 -2.702 -1.630

B.
13
Properties=species:S:1:pos:R:3 method="wB97M-V/def2-TZVPD" smiles="[H]/N=C/[C@@]1(I)C=CC1"
H -0.763 3.393 -0.042
N -1.086 2.459 -0.185
C -0.194 1.575 0.005
C -0.522 0.065 -0.019
I -2.646 -0.250 -0.130
C 0.440 -0.919 -1.269
C 0.972 -1.540 -0.234
C 0.320 -1.019 0.939
H 0.834 1.786 0.247
H 0.402 -0.900 -2.393
H 1.643 -2.280 -0.151
H -0.244 -1.816 1.402
H 0.844 -0.553 1.829

Verdict on stability: B comes out at the bottom.

A.
20
Properties=species:S:1:pos:R:3 method="wB97M-V/def2-TZVPD" total_charge=-1
C 0.644 2.577 0.422
C -0.436 2.115 -0.558
S -1.180 0.506 -0.073
H 1.388 1.834 0.684
H 0.140 2.949 1.316
H 1.139 3.466 0.005
H -0.012 2.115 -1.567
H -1.255 2.832 -0.583
H -3.032 0.860 -1.349
H -3.945 0.222 -2.327
O -3.879 1.044 -1.827
H 2.101 -4.636 0.189
H 1.010 -4.078 0.922
O 1.369 -4.956 0.739
H 0.425 -0.770 1.931
H 0.657 -2.108 2.074
O 0.653 -1.348 2.685
H 1.150 -0.306 -0.469
H 1.217 -1.424 -1.360
O 1.846 -0.893 -0.855

B.
20
Properties=species:S:1:pos:R:3 method="wB97M-V/def2-TZVPD" total_charge=-1
C 1.453 -2.257 -0.726
C 1.810 -0.810 -0.975
S 1.612 0.305 0.474
H 0.446 -2.564 -1.077
H 1.505 -2.540 0.322
H 2.115 -2.984 -1.213
H 1.213 -0.289 -1.731
H 2.856 -0.767 -1.266
H 2.049 3.557 -2.321
H 1.697 2.397 -1.342
O 1.501 3.323 -1.560
H -3.905 -0.705 -0.183
H -4.293 -0.418 1.286
O -4.308 -1.084 0.606
H -0.549 -0.778 2.677
H -0.404 0.270 1.783
O -1.074 0.011 2.463
H -1.313 -0.758 -0.734
H -1.102 0.673 -0.451
O -1.817 0.049 -0.660

Verdict on stability: B comes out at the bottom.

A.
20
Properties=species:S:1:pos:R:3 method="wB97M-V/def2-TZVPD" multiplicity=2
C -0.624 1.659 -0.907
C 0.505 1.490 0.086
N 0.970 0.061 0.102
C 0.518 -0.790 1.231
C -1.012 -0.873 1.393
H -0.993 2.699 -0.857
H -0.331 1.758 -1.955
H -1.496 1.025 -0.801
H 0.307 1.713 1.128
H 1.296 2.184 -0.209
H 0.725 -0.399 -0.798
H 2.016 -0.013 0.120
H 0.976 -1.774 1.135
H 0.832 -0.246 2.124
H -1.669 -1.291 0.646
H -1.337 0.174 1.476
H -1.173 -1.304 2.385
H -0.064 -1.482 -2.649
H 0.131 -2.766 -1.768
O 0.424 -1.825 -1.882

B.
20
Properties=species:S:1:pos:R:3 method="wB97M-V/def2-TZVPD" multiplicity=2
C 0.277 -1.945 1.026
C 0.070 -0.652 0.194
C -0.333 -0.745 -1.226
C -0.179 0.523 -2.057
N -0.797 0.287 1.004
H 0.539 -2.770 0.355
H -0.714 -2.193 1.424
H 1.062 -1.828 1.749
H 1.083 -0.161 0.298
H 0.496 -1.406 -1.586
H -1.198 -1.387 -1.400
H -0.382 0.261 -3.116
H -0.909 1.267 -1.791
H 0.847 0.926 -2.070
H -1.802 0.356 0.605
H -1.124 -0.110 1.909
H -0.470 1.279 1.075
H 1.760 2.712 0.642
H 0.805 3.135 1.811
O 0.970 2.449 1.155

Verdict on stability: A comes out at the bottom.

A.
Molecular formula: C3H2N2O2
Method: DFT, wB97M-V/def2-TZVPD

XYZ file:
```
9
C3H2N2O2 (wB97M-V/def2-TZVPD)
N -1.945 -1.196 -0.016
C -1.147 -0.269 0.086
O 0.595 -0.771 0.247
C 1.565 0.104 -0.049
O 1.430 1.270 -0.339
C -1.152 1.143 0.141
N -0.460 2.082 0.085
H -1.499 -2.110 -0.094
H 2.614 -0.253 -0.061
```

B.
Molecular formula: C3H2N2O2
Method: DFT, wB97M-V/def2-TZVPD

XYZ file:
```
9
C3H2N2O2 (wB97M-V/def2-TZVPD)
O 2.024 2.037 -0.728
C 1.411 1.160 -0.216
C 0.534 0.345 0.305
N 0.107 -0.879 0.494
C -1.075 -1.253 0.143
N -1.990 -0.342 -0.434
O -1.450 0.719 -0.712
H 1.847 0.430 0.788
H -1.436 -2.249 0.365
```

Verdict on stability: B comes out at the bottom.

A.
9
Properties=species:S:1:pos:R:3 method="wB97M-V/def2-TZVPD" smiles="O=C1C=NNC1=O"
O -1.420 -1.708 0.048
C -0.612 -0.826 -0.082
C -1.147 0.561 0.006
N -0.194 1.392 0.199
N 1.076 0.806 -0.119
C 0.947 -0.599 -0.060
O 1.772 -1.496 0.119
H -2.358 0.645 -0.090
H 1.937 1.224 -0.020

B.
Molecular formula: C3H2N2O2
Method: DFT, wB97M-V/def2-TZVPD

XYZ file:
```
9
C3H2N2O2 (wB97M-V/def2-TZVPD)
C -1.235 0.289 -0.142
C -0.822 1.181 0.779
C 1.582 -0.282 -0.052
N -0.624 -0.765 -0.813
N 0.662 -0.993 -0.557
O -0.344 1.918 1.537
O 2.350 0.084 0.778
H -2.312 0.493 -0.599
H 0.743 -1.925 -0.930
```

Verdict on stability: B comes out at the bottom.

A.
9
Properties=species:S:1:pos:R:3 method="wB97M-V/def2-TZVPD" smiles="O=c1ncnco1"
O -2.489 -0.107 0.203
C -1.339 -0.166 -0.162
N -0.418 -1.288 -0.256
C 0.804 -1.060 -0.024
N 1.391 0.152 0.169
C 0.580 1.138 -0.088
O -0.697 1.066 -0.122
H 1.515 -1.857 0.391
H 0.654 2.121 -0.112

B.
Molecular formula: C3H2N2O2
Method: DFT, wB97M-V/def2-TZVPD

XYZ file:
```
9
C3H2N2O2 (wB97M-V/def2-TZVPD)
C 0.686 1.475 -0.633
C -0.468 0.272 0.375
C 0.426 0.051 -0.618
H 0.426 2.055 -1.546
H 1.624 1.606 -0.088
N -0.824 -0.856 0.902
N 0.724 -1.143 -0.734
O -0.352 1.697 0.482
O -0.300 -1.753 0.232
```

Verdict on stability: B comes out at the bottom.